Below is a structure of composition C31H25N7O9Ti, with properties calculated with the ωB97M-V functional and the def2-TZVPD basis.

Atoms and positions in Å:
O 1.5166 -1.7104 5.6038
C -3.1048 0.1649 -0.5104
C 3.4308 -0.6145 -0.8578
H 4.0700 2.1894 -2.4137
N -2.0067 -1.5936 -0.0072
C 0.7109 0.9642 -3.0635
H 0.8743 -0.0647 -3.3267
H 1.2228 4.1307 -4.1561
H 1.7383 -6.5382 -0.4240
O 0.2343 -2.3951 -1.5784
C -5.4330 2.9855 -1.6187
C 0.9034 -5.8422 -0.3964
C -4.2705 1.1250 -0.6576
H 0.8850 1.8235 4.2748
H 1.3993 1.6988 -4.9377
O 0.4215 -0.9988 1.0732
H -5.3964 3.7430 -2.4087
C 0.2191 2.2346 2.3133
C 1.0982 1.9964 -3.9316
O 2.3893 -3.2581 1.2133
C -5.2095 1.1442 0.3917
H -7.2691 3.5485 -0.7635
C -6.3196 1.9600 0.3672
Ti -0.2127 -0.6155 -0.6815
C 2.4677 3.6537 1.9526
C 1.4809 -1.8714 4.4233
N -0.2942 2.6787 0.0005
H -0.3319 -6.9479 0.9878
C 3.9324 1.7019 -1.4414
H -2.8527 1.4755 -2.5517
C 0.5149 -1.1844 3.4710
H 5.1970 0.0426 -1.7697
C 2.3055 -2.8301 3.5694
H 1.9909 -4.4047 -1.5801
H 3.3184 -2.4415 -0.0439
C 0.1234 2.4687 -1.3548
H 0.3540 4.4796 -1.6690
H 4.4563 2.2754 -0.7145
H 4.8587 -2.0466 -0.6082
H -1.1196 2.1335 0.1839
N -3.2091 -0.8963 0.2266
H -3.0738 -3.3637 0.2827
N 4.2792 0.2895 -1.5000
C 0.5153 3.5478 -2.1638
H -5.0378 0.4197 1.1920
C -1.1876 -5.0756 0.4404
H -2.1361 -5.2474 0.9899
C 1.0574 -4.5915 -1.0476
C 1.9349 -2.6050 2.1606
O -2.0570 0.4230 -1.2024
C -6.4363 2.8692 -0.6819
C 1.0190 3.3095 -3.4847
C 0.1085 -3.5629 -0.9171
O 2.2980 -0.2416 -0.5021
C -4.3848 2.0647 -1.6640
H 3.0229 3.1232 3.9619
C 0.9256 -1.5765 2.1282
H 2.8583 1.7700 -1.2262
C 1.1090 2.3594 3.3544
C -1.0188 -3.8288 -0.1333
C 0.5512 2.8232 1.0757
H -0.6105 1.5455 2.4041
H 3.3473 4.2739 1.7299
N 0.2524 1.1633 -1.7379
O -3.5627 2.1119 -2.7130
O 3.1222 -3.6182 3.9717
C -0.2436 -6.0897 0.3339
N 1.6067 3.5646 0.9002
C -2.0702 -2.9186 0.0190
H -7.0588 1.8868 1.1287
C 2.2962 3.0959 3.1667
O -0.3849 -0.4171 3.8081
N 3.8746 -1.8689 -0.6597

Forces on atoms 1 to 2 (eV/Å):
0.4 0.1 1.7
-1.1 0.4 -0.5

## Properties
Relative energy (zero: lowest compared OMol25 entry of this formula, charge and spin) (kJ/mol): 34.2
Expectation value of S²: 2.020
Electronic energy (Ha): -3106.428286
Total charge: -2
Gap between HOMO and LUMO (alpha / beta) (eV): 4.11 / 6.31
Largest force on an atom (eV Å⁻¹): 4.764
2S+1: 3

Now the Mulliken charges, all in e: number 1, O, carries -0.660; number 2, C, carries 1.300; number 3, C, carries 0.078; number 4, H, carries 0.298; number 5, N, carries 1.267; number 6, C, carries -1.013; number 7, H, carries 0.491; number 8, H, carries 0.342; number 9, H, carries 0.351; number 10, O, carries -0.632; number 11, C, carries -0.618; number 12, C, carries -0.360; number 13, C, carries 0.333; number 14, H, carries 0.501; number 15, H, carries 0.352; number 16, O, carries 0.684; number 17, H, carries 0.374; number 18, C, carries -0.540; number 19, C, carries -0.781; number 20, O, carries -1.023; number 21, C, carries -0.681; number 22, H, carries 0.354; number 23, C, carries -0.762; number 24, Ti, carries 0.629; number 25, C, carries -0.429; number 26, C, carries 0.251; number 27, N, carries -0.049; number 28, H, carries 0.305; number 29, C, carries -0.552; number 30, H, carries 0.270; number 31, C, carries 0.283; number 32, H, carries 0.167; number 33, C, carries 0.246; number 34, H, carries 0.330; number 35, H, carries 0.230; number 36, C, carries -0.480; number 37, H, carries 0.479; number 38, H, carries 0.328; number 39, H, carries 0.218; number 40, H, carries -0.068; number 41, N, carries -1.319; number 42, H, carries 0.171; number 43, N, carries -0.232; number 44, C, carries -0.650; number 45, H, carries 0.414; number 46, C, carries -0.574; number 47, H, carries 0.259; number 48, C, carries -0.513; number 49, C, carries 0.279; number 50, O, carries -0.937; number 51, C, carries -0.323; number 52, C, carries -0.837; number 53, C, carries 0.861; number 54, O, carries -0.160; number 55, C, carries 0.467; number 56, H, carries 0.380; number 57, C, carries 0.107; number 58, H, carries -0.015; number 59, C, carries -0.253; number 60, C, carries 0.903; number 61, C, carries 0.926; number 62, H, carries 0.336; number 63, H, carries 0.350; number 64, N, carries 1.471; number 65, O, carries -0.747; number 66, O, carries -0.689; number 67, C, carries -0.746; number 68, N, carries -0.437; number 69, C, carries -0.976; number 70, H, carries 0.413; number 71, C, carries -0.602; number 72, O, carries -0.788; number 73, N, carries -0.351